Computed, not measured: a gas-phase ion, C5H8N (charge +1), with the ωB97M-V functional and the def2-TZVPD basis.

Structure (XYZ):
```
14
Properties=species:S:1:pos:R:3:forces:R:3
C 2.52344 -0.26111 0.00547 -4.1438 0.2214 -0.4588
C 1.36269 0.38361 -0.04456 0.3342 2.9119 1.3007
C -2.09352 -0.42771 -0.00971 2.4503 0.9264 0.3115
C -1.06380 0.41774 0.71737 -0.4849 -3.3549 -2.1409
C -1.08352 0.38005 -0.70576 -0.0622 0.6250 -1.2822
N 0.06158 -0.21734 -0.04699 1.5648 -0.1412 0.3633
H 3.39013 0.22368 0.11899 3.0111 2.0369 0.3510
H 2.58836 -1.28787 -0.06051 0.0036 -2.2077 -0.2249
H 1.20675 1.47711 0.19165 0.8165 -1.1145 -0.6903
H -2.07875 -1.45405 -0.05699 0.6857 -2.4037 0.1429
H -3.04343 -0.12335 0.06306 -3.3556 1.7788 -0.0005
H -1.07038 1.04744 1.50932 0.4565 1.8011 2.2158
H -0.94245 1.03471 -1.53664 -0.2823 0.3793 -0.2574
H 0.24292 -1.19290 -0.14471 -0.9939 -1.4589 0.3697
```
Forces are in eV/Å.

HOMO-LUMO gap ... 0.4356 hartree
Maximum force ... 4.175 eV/A
Energy relative to the best compared isomer or geometry (same formula, charge and spin) ... 98.8 kcal/mol
Total charge ... +1
E_HOMO ... -15.1 eV
LUMO level ... -3.286 eV
E ... -249.66763 Eh
SMILES ... C=C[N@H+]1[C@@H]2C[C@@H]21